Below is 12 unconnected molecules or ions with the total composition C28H72F6O14, with properties calculated with the ωB97M-V functional and the def2-TZVPD basis.

The maximum force comes out at 3.6 eV/Å. Its total energy is -2762.48944 a.u. Its charge is -2. The calculation puts the HOMO energy at -2.125 eV. Its LUMO energy is 3.187 eV.

```
120
Properties=species:S:1:pos:R:3:lowdin_charge:R:1
C 2.00 0.84 -0.61 -0.442
O 1.09 0.26 0.35 -0.104
O 3.18 0.90 0.02 -0.162
C 2.00 0.15 -2.03 -0.516
F 2.84 -0.90 -2.09 0.114
F 0.78 -0.37 -2.37 0.078
F 2.29 1.02 -2.99 0.140
C -0.30 0.41 0.20 -0.263
C -0.96 -0.48 1.25 -0.050
H -2.00 -0.34 1.51 0.048
H -0.77 -1.52 0.96 0.069
H -0.44 -0.35 2.21 0.067
H -0.66 0.05 -0.78 0.102
H -0.70 1.42 0.31 0.092
H 1.63 1.86 -0.77 0.144
C -3.02 5.32 1.29 -0.526
O -2.63 4.99 -0.10 -0.112
O -2.77 6.61 1.48 -0.208
C -4.40 4.67 1.42 -0.511
F -5.34 5.16 0.58 0.113
F -4.35 3.31 1.23 0.075
F -4.90 4.77 2.69 0.079
C -1.81 3.87 -0.28 -0.319
C -1.06 4.05 -1.58 -0.085
H -1.70 4.09 -2.47 0.066
H -0.47 4.97 -1.59 0.075
H -0.30 3.29 -1.77 0.052
H -2.48 3.01 -0.43 0.099
H -1.09 3.64 0.51 0.094
H -2.32 4.77 1.96 0.125
C -4.63 -0.07 0.53 -0.071
C -4.65 -1.16 -0.53 -0.299
O -3.39 -1.85 -0.59 -0.098
H -5.59 0.44 0.57 0.086
H -3.79 0.61 0.36 0.071
H -4.35 -0.49 1.50 0.040
H -4.83 -0.72 -1.52 0.101
H -5.50 -1.80 -0.28 0.112
H -3.52 -2.28 -1.46 0.030
C -2.71 -0.80 -3.64 -0.075
C -3.71 -1.91 -3.95 -0.284
O -3.37 -3.07 -3.19 -0.092
H -1.70 -1.04 -3.98 0.075
H -2.73 -0.46 -2.61 0.063
H -2.89 0.10 -4.25 0.081
H -3.62 -2.18 -5.00 0.108
H -4.74 -1.55 -3.83 0.105
H -3.05 -3.78 -3.75 0.093
C 0.56 -4.98 -2.41 -0.086
C -0.05 -3.76 -1.75 -0.330
O -1.11 -4.01 -0.86 -0.068
H -0.23 -5.65 -2.77 0.067
H 1.18 -5.64 -1.80 0.067
H 1.16 -4.58 -3.23 0.066
H -0.31 -3.13 -2.61 0.100
H 0.74 -3.21 -1.22 0.099
H -1.81 -3.37 -0.99 0.038
C 4.47 -0.95 -5.70 -0.089
C 4.19 -2.19 -4.87 -0.297
O 5.40 -2.94 -5.01 -0.104
H 4.76 -1.15 -6.74 0.067
H 5.34 -0.38 -5.38 0.060
H 3.65 -0.25 -5.91 0.071
H 3.40 -2.85 -5.26 0.103
H 3.90 -2.08 -3.82 0.091
H 5.28 -3.81 -4.61 0.075
C 1.87 -2.88 2.97 -0.085
C 2.11 -3.46 1.58 -0.321
O 3.13 -2.72 0.95 -0.077
H 1.71 -1.81 2.93 0.067
H 2.71 -2.98 3.66 0.067
H 0.99 -3.41 3.37 0.064
H 1.14 -3.32 1.08 0.087
H 2.38 -4.52 1.56 0.104
H 2.83 -1.96 0.44 0.065
C -4.16 1.35 4.65 -0.068
C -3.65 -0.05 4.94 -0.298
O -4.57 -1.00 4.42 -0.097
H -5.00 1.53 5.33 0.076
H -4.31 1.54 3.59 0.069
H -3.46 2.13 4.96 0.073
H -3.49 -0.23 6.00 0.114
H -2.64 -0.24 4.56 0.106
H -4.73 -0.84 3.49 0.061
C 6.52 -0.07 -2.55 -0.100
C 6.64 0.87 -1.40 -0.358
O 5.92 0.45 -0.27 -0.076
H 5.45 -0.20 -2.75 0.058
H 6.98 -1.06 -2.51 0.075
H 6.88 0.40 -3.48 0.066
H 6.53 1.94 -1.63 0.097
H 7.72 0.86 -1.17 0.102
H 4.96 0.50 -0.46 0.044
C -0.12 2.64 4.45 -0.086
C 0.58 2.57 3.08 -0.320
O 1.37 1.41 3.11 -0.078
H 0.64 2.57 5.23 0.065
H -0.70 1.72 4.55 0.053
H -0.67 3.58 4.54 0.070
H 1.08 3.53 2.87 0.113
H -0.23 2.50 2.34 0.085
H 1.36 1.06 2.20 0.050
C -3.16 -3.54 2.45 -0.080
C -4.41 -4.13 3.11 -0.285
O -4.29 -3.82 4.52 -0.126
H -3.03 -3.97 1.44 0.065
H -2.25 -3.79 2.98 0.079
H -3.21 -2.48 2.20 0.043
H -4.44 -5.22 3.10 0.101
H -5.33 -3.73 2.67 0.100
H -4.17 -2.85 4.59 0.036
C 6.06 4.97 -0.18 -0.097
C 4.81 4.13 -0.34 -0.352
O 4.78 3.15 0.68 -0.100
H 7.00 4.44 -0.28 0.063
H 5.94 5.29 0.87 0.070
H 5.96 5.86 -0.80 0.061
H 4.77 3.57 -1.29 0.100
H 3.93 4.78 -0.30 0.104
H 4.18 2.41 0.41 0.039
```